Here is C49H53BiIN8O7S2Te as an isolated structure at a distorted geometry from the Open Molecules 2025 dataset. Energies are from ωB97M-V with the def2-TZVPD basis set.

Output
**Maximum force**: 7.39 eV Å⁻¹
**Energy relative to the best compared isomer or geometry (same formula, charge and spin)**: 0.000 eV

ORCA input file:
```
! wB97M-V def2-TZVPD RIJCOSX def2/J DEFGRID3
* xyz 1 1
Bi 1.47633 0.11226 2.29013
I 1.44525 6.59048 -6.44603
Te -2.30358 4.32801 -2.30209
S 0.88209 -3.05558 0.47041
S 2.57037 0.25204 -3.00210
O 0.54367 -1.24909 3.40621
O 1.46541 0.94241 -2.32418
O -1.32823 -0.10326 0.18295
O -0.14472 1.19990 1.96483
O 3.98479 -0.14847 6.21096
O 1.51491 -1.72195 0.71152
O 3.10169 -0.29825 4.25146
N 3.32419 4.77764 -3.21045
N 2.22379 -4.07667 7.09610
N 3.08072 -3.11194 3.82871
N 0.98671 1.56552 4.18376
N 3.22208 -0.73157 5.39765
N 4.31139 4.47737 -4.11958
N 2.39435 -1.69756 5.77406
N 2.19673 -3.89899 5.73697
C -2.51560 2.47298 4.37825
C 0.00353 2.37048 4.45114
C -4.59510 -2.75693 2.00911
C 0.75990 4.96656 7.14332
C 2.72598 5.82157 -4.98920
C -3.56246 -3.47182 -0.10268
C 0.21158 -2.24249 -2.07706
C -3.08325 -1.29801 0.82628
C 2.51017 0.84226 -4.69601
C -2.28883 2.58530 -3.58138
C -2.36874 0.20603 -4.94187
C 0.90478 6.16794 6.40685
C -2.43202 1.05600 1.96581
C -3.90639 -1.62492 1.89469
C 1.79107 1.89029 -5.04988
C 3.37878 -4.18431 1.11603
C -2.68449 1.40334 -2.91267
C 4.14101 -5.35578 1.32633
C 2.30895 5.50684 -3.70936
C 0.94270 -3.28059 -1.38859
C -5.20843 -2.15596 -4.73797
C 2.38737 1.72184 -7.39470
C 1.74912 2.33840 -6.40143
C 1.53950 -5.62677 0.60722
C 3.94469 5.17708 -5.19181
C 0.81412 -1.93579 -3.41942
C -3.67142 2.28577 3.63729
C -1.29784 2.11391 3.84786
C 0.26297 3.64039 5.13596
C 2.55183 -2.76367 5.02563
C -5.00521 3.03982 3.98744
C 0.56920 4.80080 4.33715
C -3.60670 1.65134 2.42980
C 3.13130 0.51121 -7.07421
C 3.57739 -6.61357 1.10713
C 0.71559 6.02104 5.02792
C 3.21030 0.14618 -5.76983
C -2.75560 0.20222 -3.61259
C -2.98236 -2.22905 -0.17929
C 2.07988 -4.36978 0.76777
C 2.23289 -1.52628 -3.28775
C -2.23222 -0.09166 0.94878
C -6.48320 -2.04777 -4.54499
C -4.40636 -3.74632 0.99432
C 2.25488 -6.77622 0.71122
C 0.26285 3.73348 6.41823
C -1.94712 1.37654 -5.55576
C -1.29100 1.44611 2.62177
C -1.90317 2.59779 -4.94360
H -4.53552 1.43997 1.85293
H 1.80971 -7.77762 0.55074
H 1.45144 -3.77832 7.60836
H 2.02408 -3.39836 -1.52804
H 2.90653 -1.78822 -4.03390
H 0.33991 2.84792 6.86277
H 4.27423 -7.45250 1.39124
H -5.17684 -3.04882 2.88862
H 3.18490 -2.42928 3.12498
H -5.84343 2.34657 4.23231
H 0.09414 4.80209 3.31766
H -0.26487 -1.00881 3.93880
H 1.26891 3.26478 -6.62925
H -4.62451 -2.96610 -4.38216
H -4.93661 -4.67045 1.04880
H -2.98332 1.32308 -1.80603
H -7.13091 -1.38645 -5.10650
H 0.47191 -5.74177 0.51526
H -4.74419 -1.37953 -5.35618
H 4.53048 5.29286 -6.06219
H -0.77877 -2.70217 -2.27998
H -5.03686 3.50359 4.97516
H -1.87051 1.42013 -6.64397
H -2.44550 2.94024 5.43377
H 3.61837 -3.96773 3.79505
H -1.08775 3.98619 -1.39127
H 1.99142 -4.75116 5.18774
H -3.73398 -1.13157 2.85047
H 2.70088 -1.88081 -2.39476
H -3.42965 -4.09909 -0.98625
H 3.79177 -0.65137 -5.40328
H 0.83424 4.91546 8.22696
H -3.22351 -0.66210 -3.20761
H 3.42459 4.52484 -2.19867
H 3.70871 -3.13491 1.16072
H 1.10902 2.38029 -4.27069
H 0.66652 -2.65705 -4.20946
H 0.05888 -1.38353 -1.38836
H 3.02163 -3.65775 7.49589
H 1.98432 1.83068 4.18630
H 0.18371 -1.14100 -3.87365
H 1.19675 7.12790 6.90307
H 0.67339 -4.31487 -1.56382
H 3.82763 0.09224 -7.85724
H 0.99304 6.71724 4.27642
H -6.93306 -2.60584 -3.70586
H 1.38001 5.53911 -3.30215
H -5.26106 3.60061 2.94358
H -2.50670 -0.74999 -5.47194
H 5.13208 -5.34579 1.66225
H 2.38357 2.07221 -8.43247
H -1.65129 3.52578 -5.46907
H -2.52068 -1.97895 -1.13773
*
```

---

Here is one molecule with the formula C6H5NO3 at a distorted geometry from the Open Molecules 2025 dataset. Energies are from ωB97M-V with the def2-TZVPD basis set.

Output
**Maximum force**: 6.46 eV Å⁻¹
**SMILES**: O=C(O)c1cncc(O)c1
**Energy relative to the best compared isomer or geometry (same formula, charge and spin)**: 2.692 eV

ORCA input file:
```
! wB97M-V def2-TZVPD RIJCOSX def2/J DEFGRID3
* xyz 0 1
O 2.59288 -1.61074 -0.08349
O -2.63509 0.86214 -0.00266
O -2.61685 -1.39050 0.16622
N 1.24978 1.86332 0.08836
C 0.01968 1.51594 -0.29825
C 0.41598 -0.92068 -0.15941
C -1.99409 -0.18196 -0.00527
C 2.06272 0.78095 0.34773
C 1.72008 -0.45699 -0.10861
C -0.52658 0.15973 -0.06535
H -0.72583 2.13574 -0.40942
H 3.41372 -1.20549 0.24653
H -3.61690 -1.25649 0.45611
H 0.07832 -1.90938 -0.41559
H 3.18799 0.92320 0.59817
*
```

---

Number 1: frontier orbital gap 7.04 eV, HOMO energy -9.7 eV. Number 2: frontier orbital gap 9.08 eV, HOMO energy -9.4 eV.